Here is an isolated ion of composition C4H8NO and charge +1 from OMol25. Energies are from ωB97M-V with the def2-TZVPD basis set.

Each line ends with the Mulliken charge.
Geometry (Å):
O1 2.991 0.206 -0.158  -0.4806
N1 0.784 -0.454 -0.033  0.1532
C1 0.482 -1.658 -0.186  0.1117
C2 -0.670 -0.617 0.244  -0.2976
C3 1.639 0.634 0.058  -0.1829
C4 -1.932 0.258 -0.405  -0.9166
H1 -1.664 0.343 -1.548  0.2922
H2 -0.937 -0.767 1.338  0.3233
H3 1.675 0.949 1.145  0.3020
H4 -2.022 1.331 -0.001  0.3141
H5 0.679 -2.629 -0.501  0.4028
H6 -2.855 -0.420 -0.192  0.3240
H7 3.065 -0.117 -1.121  0.3362
H8 1.226 1.372 -0.666  0.3182

Computed properties:
HOMO energy (eV): -15.861
SMILES: C[C@H]1C=[N+]1CO
Energy (hartree): -286.7910
Charge: +1
Frontier orbital gap (eV): 10.71
E_LUMO (Eh): -0.189
Energy above the lowest of the compared OMol25 structures with the same formula, charge and spin (kJ/mol): 397.6

Here is one molecule with the formula C5H8O from OMol25. Energies are from ωB97M-V with the def2-TZVPD basis set.

Each line ends with the Mulliken charge.
Geometry (Å):
O1 -0.063 0.320 0.191  -0.2951
C1 1.167 -0.375 0.185  -0.1941
C2 -1.142 -0.561 0.383  -0.5034
C3 -3.511 0.612 0.042  0.2377
C4 2.292 0.626 0.022  -1.1946
C5 -2.426 0.126 0.222  -0.5772
H1 2.174 1.187 -0.909  0.2986
H2 2.298 1.336 0.855  0.2982
H3 -4.477 1.023 -0.153  0.4168
H4 -1.118 -1.371 -0.362  0.2602
H5 3.256 0.108 -0.001  0.3709
H6 1.284 -0.940 1.125  0.2893
H7 1.182 -1.112 -0.637  0.3006
H8 -1.083 -1.043 1.373  0.2922

Computed properties:
HOMO energy (eV): -9.879
SMILES: C#CCOCC
Energy (hartree): -270.4634
Charge: 0
Frontier orbital gap (eV): 10.92
E_LUMO (Eh): 0.038
Energy above the lowest of the compared OMol25 structures with the same formula, charge and spin (kJ/mol): 248.0

Here is C28H33BrDyN7O2 as an isolated structure from OMol25. Energies are from ωB97M-V with the def2-TZVPD basis set.

Each line ends with the Mulliken charge.
Geometry (Å):
Dy1 -0.225 -0.141 -0.161  0.8688
Br1 -4.620 -2.077 5.410  -0.1425
O1 -0.805 0.979 1.612  -0.2741
O2 -0.581 -1.880 1.057  -0.4191
N1 2.417 0.813 -0.513  0.5305
N2 1.322 -2.283 -0.805  -0.2577
N3 -2.484 -0.556 -0.496  0.2784
N4 -0.033 2.131 -1.175  -0.4823
N5 0.631 1.633 3.304  -0.0357
N6 2.074 1.219 0.862  -0.0392
N7 -0.863 -0.496 -2.604  0.1751
C1 -3.880 -1.690 2.717  -0.5301
C2 1.643 0.625 3.181  -0.7567
C3 3.723 0.027 -0.597  -0.3032
C4 -3.016 -0.164 -1.725  0.4840
C5 -0.025 -0.523 -3.692  -0.2057
C6 2.658 0.858 2.062  0.1287
C7 -4.044 0.246 -4.305  -0.7723
C8 -0.580 1.543 2.762  0.4197
C9 2.780 -2.370 -1.061  -0.9468
C10 -2.144 -0.183 -2.834  0.3956
C11 -1.309 -2.905 3.053  -0.7786
C12 -1.775 -0.021 -5.260  -0.8197
C13 -4.856 0.473 -3.183  -0.8839
C14 3.995 0.888 2.362  -0.3345
C15 -0.459 -0.325 -4.977  -0.8568
C16 -1.565 -2.163 1.889  0.3183
C17 -3.326 -1.077 0.438  -0.2297
C18 -4.317 0.348 -1.880  -0.6858
C19 -1.754 2.088 3.463  -1.4327
C20 -2.681 0.011 -4.160  0.7831
C21 5.054 1.002 1.394  -0.7211
C22 3.610 -1.419 -0.174  -0.5051
C23 1.185 2.397 -1.979  -0.6153
C24 -2.929 -1.679 1.646  -0.1660
C25 4.922 0.745 0.064  -0.8455
C26 -3.507 -2.243 3.915  -0.3340
C27 -2.245 -2.851 4.061  -0.1170
C28 2.543 2.009 -1.374  -1.0507
H1 3.263 1.740 -2.170  0.5663
H2 -5.912 0.722 -3.346  0.4136
H3 4.615 -1.889 -0.133  0.4515
H4 2.980 2.829 -0.823  0.4207
H5 -1.802 1.718 4.513  0.3857
H6 -0.348 -3.427 3.194  0.4681
H7 -2.047 0.249 -6.275  0.4730
H8 -1.746 3.183 3.544  0.4100
H9 4.316 0.714 3.408  0.3830
H10 3.115 -3.400 -0.839  0.4258
H11 -4.895 0.521 -0.980  0.6116
H12 1.193 3.497 -2.234  0.4442
H13 -2.633 1.721 2.930  0.2961
H14 -4.845 -1.207 2.609  0.5373
H15 -0.789 2.432 -1.802  0.2895
H16 1.629 2.142 0.894  0.3725
H17 3.937 -0.005 -1.704  0.8256
H18 3.206 -1.576 0.862  0.1156
H19 0.687 2.421 3.979  0.3401
H20 -4.369 -0.960 0.181  0.5606
H21 3.006 -2.119 -2.123  0.2518
H22 0.321 -0.369 -5.741  0.4270
H23 -4.452 0.375 -5.303  0.4299
H24 1.077 1.852 -2.918  0.2632
H25 1.114 -2.707 0.083  0.2692
H26 5.781 0.962 -0.620  0.4468
H27 1.116 -0.361 3.034  -0.0053
H28 -2.104 -3.303 5.088  0.3682
H29 1.058 -0.722 -3.483  0.3861
H30 -0.032 2.846 -0.443  0.2754
H31 6.019 1.355 1.734  0.4703
H32 2.190 0.549 4.135  0.5976
H33 0.818 -2.773 -1.545  0.1889

Computed properties:
Expectation value of S²: 9.3305
HOMO energy (spin up / spin down) (eV): -12.756 / -12.752
2S+1: 6
Energy (hartree): -5079.2027
Charge: +2
Frontier orbital gap (spin up / spin down) (eV): 6.86 / 6.86
E_LUMO (spin up / spin down) (Eh): -0.217 / -0.216